Entry 1:
ORCA calculation (ωB97M-V/def2-TZVPD) on a molecular structure, C26H42IrN8PSi.

```
79
Properties=species:S:1:pos:R:3:forces:R:3
Ir 0.0713 0.3519 -0.1241 -0.3 0.2 -0.4
C 3.9872 -0.4129 3.7331 0.0 0.0 0.0
N 2.7949 0.1430 3.0789 0.0 0.0 0.0
C 2.0186 1.1464 3.5801 0.0 0.0 0.0
C 1.0079 1.3395 2.6883 0.0 0.0 0.0
N 1.1712 0.4697 1.6372 0.0 0.1 0.0
C 2.2622 -0.2447 1.9053 -0.2 -0.2 0.1
P 2.8198 -1.6461 0.9172 0.1 0.1 0.0
C 2.9459 -0.8027 -0.6954 -0.1 -0.2 0.0
N 1.9444 -0.2063 -1.3533 0.1 0.0 0.2
C 2.3903 -0.0554 -2.6449 0.0 0.1 0.1
C 3.6619 -0.5343 -2.7476 0.0 0.0 0.0
N 3.9975 -1.0068 -1.5180 0.0 0.0 0.0
C 5.2748 -1.6501 -1.1842 0.0 0.0 0.0
C 1.1836 -2.3669 0.5735 0.0 -0.1 -0.1
N 0.1262 -1.7524 0.0291 -0.1 0.1 -0.1
C -0.7585 -2.7356 -0.3281 0.1 0.0 -0.3
C -0.2320 -3.9465 -0.0004 0.0 0.0 0.0
N 0.9796 -3.6999 0.5696 0.0 0.0 0.0
C 1.8987 -4.7316 1.0657 0.0 0.0 0.0
H 4.3077 0.2821 4.5033 0.0 0.0 0.0
H 3.7512 -1.3725 4.1877 0.0 0.0 0.0
H 4.7882 -0.5286 3.0083 0.0 0.0 0.0
H 2.2337 1.6281 4.5191 0.0 0.0 0.0
H 0.1810 2.0162 2.7649 0.0 -0.1 0.1
H 1.8156 0.3556 -3.4504 -0.1 0.1 0.0
H 4.3348 -0.5751 -3.5876 0.0 0.0 0.0
H 5.9928 -1.4016 -1.9600 0.0 0.0 0.0
H 5.6426 -1.2749 -0.2335 0.0 0.0 0.0
H 5.1539 -2.7303 -1.1408 0.0 0.0 0.0
H -1.7046 -2.5321 -0.7918 0.2 0.0 0.0
H -0.6256 -4.9427 -0.1103 0.0 0.0 0.0
H 1.3553 -5.6702 1.1175 0.0 0.0 0.0
H 2.7430 -4.8453 0.3894 0.0 0.0 0.0
H 2.2449 -4.4690 2.0617 0.0 0.0 0.0
C -1.0717 -0.5045 -2.9179 0.1 0.0 -0.1
N -1.1050 0.6142 -1.9439 0.1 -0.1 0.0
C -2.5418 0.9104 -1.7012 0.0 -0.1 0.0
C -0.5114 1.8172 -2.5979 -0.1 0.0 0.0
C -0.4424 2.9465 -1.6144 0.0 0.0 0.0
N 0.3021 2.5102 -0.3879 0.0 0.0 0.1
C -0.1564 3.4189 0.7036 0.0 0.0 0.0
C 1.7522 2.8135 -0.5826 0.0 0.0 0.0
H -1.6052 -0.2192 -3.8270 0.0 0.0 0.0
H -1.5664 -1.3659 -2.4900 0.0 -0.1 0.0
H -0.0472 -0.7663 -3.1645 0.0 0.0 0.0
H -2.9979 1.2835 -2.6204 0.0 0.0 0.0
H -2.6727 1.6448 -0.9112 0.0 0.0 0.0
H -3.0422 -0.0048 -1.4168 0.0 0.0 -0.1
H -1.1100 2.0968 -3.4686 0.0 0.0 0.0
H 0.4807 1.5749 -2.9451 0.2 -0.1 -0.1
H -1.4352 3.2722 -1.3141 0.0 0.0 0.0
H 0.0552 3.8149 -2.0496 0.0 0.0 0.0
H -0.1553 4.4442 0.3297 0.0 0.0 0.0
H 0.5283 3.3727 1.5430 0.0 0.1 -0.2
H -1.1635 3.1598 1.0141 0.0 0.0 0.0
H 1.8793 3.8948 -0.6549 0.0 0.0 0.0
H 2.1196 2.3520 -1.4919 0.0 0.0 0.0
H 2.3181 2.4447 0.2703 0.0 0.0 0.0
C -3.4777 -1.3611 0.6237 -0.1 -0.1 0.0
Si -2.0053 -0.5928 1.4638 0.0 0.0 0.4
C -2.5004 1.0362 2.2206 0.1 -0.1 0.0
C -1.3376 -1.8328 2.6781 0.0 0.0 0.0
C -0.3824 -1.5472 3.6629 -0.1 0.1 0.1
C -0.0048 -2.4932 4.6015 0.0 0.0 0.0
C -0.5744 -3.7603 4.5830 0.0 0.0 0.0
C -1.5279 -4.0677 3.6239 0.0 0.0 0.0
C -1.8993 -3.1196 2.6820 0.0 0.0 0.0
H -4.1371 -1.5178 1.4891 0.0 0.0 0.0
H -3.3075 -2.3455 0.1911 -0.2 0.1 0.1
H -4.0587 -0.7655 -0.0730 0.1 0.1 0.1
H -3.4882 0.8029 2.6388 0.0 0.0 0.0
H -2.6385 1.8782 1.5483 0.0 0.0 0.0
H -1.8661 1.3150 3.0575 0.1 0.1 0.0
H 0.0422 -0.5582 3.7434 0.0 0.1 0.0
H 0.7110 -2.2345 5.3715 0.0 0.0 0.0
H -0.2939 -4.4953 5.3259 0.0 0.0 0.0
H -1.9987 -5.0418 3.6174 0.0 0.0 0.0
H -2.6528 -3.4024 1.9604 0.0 0.0 0.0
```
Positions in Å, forces in eV/Å.

Computed properties:
Energy relative to the best compared isomer or geometry (same formula, charge and spin) in eV: 0.000
HOMO level (alpha / beta) in hartree: -0.6204 / -0.6202
E_tot in eV: -59547.07712
Charge: +3
Gap between HOMO and LUMO (alpha / beta) in eV: 8.5125 / 6.3972
2S+1: 2

For reference, the Löwdin charges in units of e are:
1. Ir 1.27
2. C 0.02
3. N -0.08
4. C 0.00
5. C -0.14
6. N -0.10
7. C -0.45
8. P 1.22
9. C -0.43
10. N -0.02
11. C -0.11
12. C 0.00
13. N -0.10
14. C 0.01
15. C -0.43
16. N -0.13
17. C -0.14
18. C 0.00
19. N -0.08
20. C 0.02
21. H 0.11
22. H 0.10
23. H 0.09
24. H 0.15
25. H 0.09
26. H 0.10
27. H 0.15
28. H 0.11
29. H 0.09
30. H 0.10
31. H 0.09
32. H 0.15
33. H 0.11
34. H 0.10
35. H 0.10
36. C -0.04
37. N -0.36
38. C -0.06
39. C -0.17
40. C -0.15
41. N -0.34
42. C -0.05
43. C -0.05
44. H 0.12
45. H 0.08
46. H 0.08
47. H 0.12
48. H 0.08
49. H 0.06
50. H 0.15
51. H 0.09
52. H 0.12
53. H 0.15
54. H 0.12
55. H 0.08
56. H 0.08
57. H 0.12
58. H 0.08
59. H 0.09
60. C -0.17
61. Si 0.72
62. C -0.16
63. C -0.28
64. C -0.10
65. C -0.06
66. C -0.04
67. C -0.04
68. C -0.10
69. H 0.08
70. H 0.03
71. H 0.04
72. H 0.07
73. H 0.02
74. H 0.04
75. H 0.07
76. H 0.11
77. H 0.12
78. H 0.12
79. H 0.10

---

Entry 2:
ORCA calculation (ωB97M-V/def2-TZVPD) on C9H13IO5 in the gas phase at a distorted geometry.

```
28
Properties=species:S:1:pos:R:3:forces:R:3
C 2.5625 -1.2183 1.0980 -0.5 -0.1 -0.4
C 1.5487 -0.3339 0.3278 1.1 -0.5 0.5
C 2.3021 0.2710 -0.8651 0.1 0.3 0.5
C 0.3859 -1.2533 -0.0515 0.4 1.0 -0.7
C -0.7829 -0.6317 -0.7968 -0.1 -0.7 0.4
O -0.5770 0.3651 -1.8068 -0.4 -0.4 -0.2
C -1.8725 0.5821 -2.2463 2.0 -1.6 4.8
O -2.1226 1.0152 -3.2583 -1.7 2.1 -5.1
O -2.7654 0.2441 -1.2507 -0.2 0.0 0.0
C -1.9561 0.0020 -0.0679 0.5 0.1 -0.3
O -2.4858 -0.8891 0.8421 -0.9 0.0 -0.3
C -1.8206 1.4103 0.5191 0.3 0.4 0.7
C -0.9319 1.5124 1.7501 -0.9 2.9 -3.3
O -0.7733 0.7156 2.5383 0.7 -3.4 3.4
I 0.1155 3.4296 1.9361 0.0 0.2 -0.1
H 2.7390 -2.1189 0.4983 0.1 0.0 0.1
H 2.1447 -1.5390 2.0540 0.2 0.1 0.1
H 3.5189 -0.7140 1.2328 -0.1 0.0 0.2
H 1.2939 0.4763 1.0145 -0.4 0.0 -0.2
H 3.1535 0.8228 -0.4549 0.0 0.0 -0.1
H 1.7260 0.9989 -1.4325 -0.1 -0.3 -0.2
H 2.7237 -0.5211 -1.4885 -0.2 0.1 -0.2
H -0.0113 -1.8121 0.7962 -0.1 0.2 0.1
H 0.8070 -2.0153 -0.7163 0.0 0.1 0.0
H -1.2498 -1.4667 -1.3402 -0.1 -0.1 0.4
H -3.3407 -1.2054 0.5163 0.1 0.0 0.1
H -2.8229 1.7056 0.8471 0.0 0.0 0.1
H -1.5086 2.1679 -0.1952 0.1 -0.3 -0.2
```
Positions in Å, forces in eV/Å.

Computed properties:
Energy relative to the best compared isomer or geometry (same formula, charge and spin) in eV: 0.000
HOMO level in hartree: -0.3616
E_tot in eV: -27881.56676
Charge: 0
Gap between HOMO and LUMO in eV: 10.2164
Structure (SMILES): CC(C)C[C@@H]1OC(=O)O[C@]1(O)CC(=O)I

For reference, the Löwdin charges in units of e are:
1. C -0.07
2. C -0.41
3. C -0.07
4. C -0.09
5. C -0.20
6. O 0.08
7. C -0.57
8. O 0.26
9. O 0.11
10. C -0.46
11. O 0.09
12. C -0.08
13. C -0.83
14. O 0.09
15. I 0.76
16. H 0.08
17. H 0.08
18. H 0.08
19. H 0.09
20. H 0.08
21. H 0.07
22. H 0.09
23. H 0.13
24. H 0.13
25. H 0.17
26. H 0.14
27. H 0.15
28. H 0.10

---

Entry 3:
ORCA calculation (ωB97M-V/def2-TZVPD) on 2 unconnected molecules or ions with the total composition C4H12NO2 at a distorted geometry.

```
19
Properties=species:S:1:pos:R:3:forces:R:3
C -0.5856 2.0702 -0.2412 0.4 -0.8 -2.1
C 0.4940 0.8709 -0.2516 -1.3 0.8 -0.4
C 1.6035 1.2144 -1.2471 1.5 -0.1 1.5
N -0.0109 -0.5135 -0.3999 -0.5 0.9 3.7
C -1.1285 -0.6858 0.8058 -3.6 0.9 -2.2
O -2.4495 -0.1890 0.5018 2.7 -1.5 -0.4
H -1.3436 1.6669 -0.9223 -0.3 0.4 0.3
H -0.2216 3.0236 -0.7143 0.1 -0.8 0.6
H -1.0751 2.2668 0.7007 0.1 -0.2 0.3
H 0.7960 0.8926 0.7920 1.0 -0.2 -0.1
H 1.2252 1.4262 -2.2644 0.3 0.5 0.6
H 2.3575 0.4187 -1.3369 -0.6 -0.5 -0.1
H 2.2827 1.9540 -0.7041 -1.2 0.1 -1.4
H -0.6300 -0.7893 -1.1263 -0.4 0.7 -1.3
H -0.9799 -0.0498 1.6733 1.8 -0.6 0.5
H -1.1195 -1.7915 0.8882 0.1 0.3 0.7
H 1.4181 -1.6098 0.4047 0.3 -1.6 0.6
H 0.9146 -3.0194 0.5610 0.7 0.3 0.3
O 1.7183 -2.5126 0.8047 -1.1 1.2 -1.0
```
Positions in Å, forces in eV/Å.

Computed properties:
Energy relative to the best compared isomer or geometry (same formula, charge and spin) in eV: 2.091
HOMO level in hartree: -0.1005
E_tot in eV: -9926.13262
Charge: -1
Gap between HOMO and LUMO in eV: 6.6768

For reference, the Löwdin charges in units of e are:
1. C -0.08
2. C -0.48
3. C -0.11
4. N -0.06
5. C -0.38
6. O -0.44
7. H 0.05
8. H 0.06
9. H 0.05
10. H 0.10
11. H 0.07
12. H 0.05
13. H 0.09
14. H 0.07
15. H 0.07
16. H 0.06
17. H 0.03
18. H 0.01
19. O -0.17

---

Entry 4:
ORCA calculation (ωB97M-V/def2-TZVPD) on 2 unconnected molecules or ions with the total composition C5H10N3 at a distorted geometry.

```
18
Properties=species:S:1:pos:R:3:forces:R:3
C -1.5187 -0.2568 0.5143 -5.1 -1.9 0.7
C -0.5576 0.4087 1.4931 2.3 -0.2 -0.4
C 0.0730 -0.3416 0.2936 2.2 4.2 0.7
C 2.1681 0.7193 -0.1580 0.8 0.1 -1.6
N 1.3697 1.7836 0.2478 -0.8 -0.9 0.9
C 0.7706 0.7358 -0.5544 -0.5 -0.2 -0.9
N 0.5993 -1.4808 0.1878 1.0 -1.6 -0.8
N -2.4063 0.4717 -0.0830 1.5 2.1 0.5
H -1.8447 -1.3015 0.5698 0.3 0.0 1.3
H -3.3623 0.2493 0.1938 -0.2 -1.1 -1.0
H -0.6409 1.4786 1.3903 -0.1 0.0 -0.1
H -0.1306 0.0857 2.4357 -1.3 -0.8 0.3
H 2.4569 -0.0267 0.5985 0.1 0.0 0.1
H 0.3013 1.1067 -1.4609 0.4 -0.2 -0.3
H -0.1899 -1.0366 -3.0294 -0.2 -0.1 0.1
H 2.9861 0.9166 -0.8611 0.1 0.3 0.3
H 0.7140 -2.1917 0.9026 -0.7 0.3 0.5
H -0.7881 -1.3202 -2.6805 0.2 0.1 -0.1
```
Positions in Å, forces in eV/Å.

Computed properties:
Energy relative to the best compared isomer or geometry (same formula, charge and spin) in eV: 12.891
HOMO level in hartree: -0.4912
E_tot in eV: -9798.85714
Charge: +1
Gap between HOMO and LUMO in eV: 4.9754

For reference, the Löwdin charges in units of e are:
1. C -0.28
2. C 0.06
3. C -0.53
4. C -0.11
5. N 0.35
6. C -0.23
7. N 0.25
8. N 0.27
9. H 0.17
10. H 0.12
11. H 0.12
12. H 0.15
13. H 0.17
14. H 0.16
15. H 0.03
16. H 0.17
17. H 0.12
18. H 0.03

---

Entry 5:
ORCA calculation (ωB97M-V/def2-TZVPD) on C6H10O in the gas phase.

```
17
Properties=species:S:1:pos:R:3:forces:R:3
C 0.1134 -1.5191 -1.1512 0.0 0.0 0.0
C 0.3780 -0.4095 -0.1390 -0.3 0.0 -0.1
O 1.7219 -0.5171 0.3354 0.2 0.2 -0.1
C -0.5205 -0.4914 1.1185 0.0 0.0 0.0
C -0.8286 0.9489 1.4378 0.0 0.1 -0.1
C -0.4809 1.7648 0.4458 -0.1 -0.1 0.1
C 0.1130 1.0053 -0.7122 0.0 0.0 0.0
H 0.7183 -1.3720 -2.0536 -0.1 0.0 0.1
H -0.9424 -1.5391 -1.4459 0.2 0.0 0.1
H 0.3741 -2.4912 -0.7210 0.0 0.1 0.0
H 2.2578 0.1601 -0.0916 0.0 -0.1 0.0
H -1.4426 -1.0585 0.9299 0.1 0.1 0.0
H 0.0254 -1.0053 1.9171 -0.1 0.1 -0.1
H -1.3046 1.2603 2.3637 0.1 0.0 -0.1
H -0.6290 2.8412 0.4320 0.0 -0.2 0.0
H 1.0353 1.4563 -1.1082 -0.1 -0.1 0.1
H -0.5886 0.9663 -1.5573 0.1 0.0 0.1
```
Positions in Å, forces in eV/Å.

Computed properties:
Energy relative to the best compared isomer or geometry (same formula, charge and spin) in eV: 0.079
HOMO level in hartree: -0.3420
E_tot in eV: -8431.16148
Charge: 0
Gap between HOMO and LUMO in eV: 10.2894
Structure (SMILES): CC1(O)CC=CC1

For reference, the Löwdin charges in units of e are:
1. C -0.03
2. C -0.56
3. O -0.02
4. C -0.12
5. C -0.08
6. C -0.09
7. C -0.12
8. H 0.09
9. H 0.08
10. H 0.09
11. H 0.09
12. H 0.12
13. H 0.12
14. H 0.10
15. H 0.10
16. H 0.12
17. H 0.12

---

Entry 6:
ORCA calculation (ωB97M-V/def2-TZVPD) on C16H23N3O2S2 in the gas phase.

```
46
Properties=species:S:1:pos:R:3:forces:R:3
C -2.7568 -1.5284 -1.2018 0.0 -0.1 0.0
C -3.9268 -1.0214 -0.4183 -0.1 0.0 0.0
C -5.1646 -1.6383 -0.5380 0.0 0.0 0.0
C -6.2685 -1.1817 0.1590 -0.1 0.0 0.0
C -6.1472 -0.0856 0.9936 -0.1 0.0 0.0
C -4.9204 0.5379 1.1250 0.0 0.0 0.0
C -3.8050 0.0798 0.4352 -0.2 0.0 0.0
C -2.4984 0.7785 0.6215 0.3 0.3 -0.3
H -2.5428 1.4601 1.4712 0.0 -0.1 0.0
H -1.6770 0.0738 0.7550 0.0 0.0 0.1
S -2.0990 1.8216 -0.8457 -0.2 0.2 0.2
C -0.6229 2.6671 -0.2071 -0.4 -0.2 -0.1
C 0.6313 1.8178 -0.1053 0.0 0.1 0.0
O 1.5577 2.1230 0.6134 0.2 0.1 0.2
N 0.6616 0.7633 -0.9533 0.0 -0.6 -0.5
N 1.7071 -0.1469 -0.9558 0.4 0.4 0.0
C 1.6960 -1.1737 -0.0584 -0.3 -0.3 0.1
N 2.7966 -1.9497 0.0052 0.1 0.1 -0.1
H 2.7269 -2.7178 0.6543 -0.1 0.1 -0.1
C 3.9481 -1.8833 -0.8639 0.4 0.6 -0.1
H 4.4463 -2.8538 -0.8357 -0.1 0.0 0.0
H 3.6207 -1.6890 -1.8906 0.0 -0.1 0.0
C 4.9708 -0.7973 -0.4723 0.1 -0.7 -0.1
C 5.2873 -0.7651 1.0346 0.0 0.1 -0.1
H 6.3620 -0.6692 1.1886 0.0 0.0 0.0
C 4.5671 0.4935 1.5182 0.0 0.1 -0.2
H 3.5271 0.2812 1.7654 0.0 0.0 0.0
C 4.6269 1.3754 0.2769 0.1 0.4 0.4
H 5.6007 1.8752 0.1929 0.0 0.0 0.0
H 3.8263 2.1137 0.2401 0.1 -0.1 0.0
O 4.4570 0.4850 -0.8199 -0.2 -0.2 -0.2
H 5.0465 0.9546 2.3771 0.0 0.0 0.1
H 4.9437 -1.6653 1.5388 0.0 -0.1 0.0
H 5.8792 -0.9778 -1.0653 -0.1 0.0 0.1
S 0.3776 -1.5454 0.8670 -0.3 -0.2 0.5
H 2.6262 0.2631 -1.1538 -0.2 0.0 0.0
H -0.1986 0.4746 -1.4108 0.3 0.1 0.1
H -0.8428 3.0959 0.7715 0.2 0.0 -0.1
H -0.4251 3.4833 -0.9044 0.0 0.0 0.1
H -4.8237 1.3937 1.7786 0.0 0.1 0.1
H -7.0024 0.2829 1.5405 -0.1 0.0 0.0
H -7.2209 -1.6792 0.0485 -0.1 0.0 0.0
H -5.2640 -2.4931 -1.1922 0.0 -0.1 -0.1
H -2.4213 -0.7675 -1.9064 0.1 0.0 -0.1
H -1.9262 -1.7734 -0.5411 0.1 0.0 -0.1
H -3.0274 -2.4204 -1.7608 0.0 -0.1 -0.1
```
Positions in Å, forces in eV/Å.

Computed properties:
Energy relative to the best compared isomer or geometry (same formula, charge and spin) in eV: 1.476
HOMO level in hartree: -0.3043
E_tot in eV: -47201.56786
Charge: 0
Gap between HOMO and LUMO in eV: 8.9057
Structure (SMILES): Cc1ccccc1CSCC(=O)NNC(=S)NC[C@@H]1CCCO1

For reference, the Löwdin charges in units of e are:
1. C -0.06
2. C -0.23
3. C -0.05
4. C -0.09
5. C -0.09
6. C -0.04
7. C -0.27
8. C -0.40
9. H 0.08
10. H 0.00
11. S 0.90
12. C -0.37
13. C -0.54
14. O 0.07
15. N 0.03
16. N 0.04
17. C -0.84
18. N 0.00
19. H 0.12
20. C -0.12
21. H 0.13
22. H 0.13
23. C -0.31
24. C -0.12
25. H 0.11
26. C -0.14
27. H 0.11
28. C -0.18
29. H 0.13
30. H 0.10
31. O -0.14
32. H 0.11
33. H 0.11
34. H 0.15
35. S 0.69
36. H 0.12
37. H 0.09
38. H 0.09
39. H 0.09
40. H 0.11
41. H 0.10
42. H 0.10
43. H 0.11
44. H 0.06
45. H 0.02
46. H 0.08